Entry from OMol25: a cluster of 2 separate species, C3H6Br2N3 in total (ωB97M-V/def2-TZVPD).

Geometry (Å):
N -0.8478 0.3477 -0.0785
H 3.8871 0.0819 -2.0958
C 0.8630 0.0267 1.0833
C -1.0004 -0.8264 0.5318
H -2.0175 0.4245 -1.7236
N 0.1266 -0.9951 1.2398
H -2.4757 1.6277 -0.3728
H 1.5950 0.4527 1.7436
N 0.2805 0.8735 0.2809
Br 0.5598 -2.3075 2.4329
C -1.7043 1.0641 -0.9088
H -1.0512 1.7189 -1.4591
H -1.7107 -1.5065 0.5726
Br 3.4955 -0.9822 -1.2462

Force components x, y, z for each atom (eV/Å):
-0.79 -2.91 1.59
0.00 0.08 -0.03
1.67 5.28 -0.55
3.34 3.00 -0.51
-0.94 -0.31 0.25
-3.93 1.03 -3.44
0.11 -0.39 -0.23
0.94 -0.83 -0.09
2.19 2.19 -0.03
1.83 -6.14 5.47
-0.83 1.05 -2.18
0.10 0.83 0.14
-3.65 -2.77 -0.44
-0.03 -0.10 0.05

Output
multiplicity	3
LUMO level (alpha / beta)	-3.70 / -8.66	eV
F_max	8.427	eV/A
charge	+1
ΔE to the lowest compared entry with this formula, charge and spin	24.23	kJ/mol